C8H15F6N3O2S4Sb2Ti | the ωB97M-V functional and the def2-TZVPD basis

Computed properties:
Energy relative to the best compared isomer or geometry (same formula, charge and spin)   16.1 kcal/mol
Largest force on an atom   1.01 eV/Å
HOMO   -7.632 eV
Multiplicity   1

Geometry as XYZ:
```
41
C8H15F6N3O2S4Sb2Ti the ωB97M-V functional and the def2-TZVPD basis
Ti -0.4706 -1.0518 0.4474
S -3.3320 -3.2464 -2.3906
Sb -2.8803 -3.1102 -0.1972
S -0.3454 -3.2320 0.0838
S -2.6220 -0.6101 0.2041
F 1.0314 -1.3713 2.1567
Sb 0.1126 -1.5830 3.8712
F -1.3581 -1.5541 2.6166
F 0.2429 -3.4360 3.7212
F -1.0430 -1.6896 5.3332
F 1.7243 -1.4746 4.8078
F -0.0034 0.3133 3.9159
C 0.4280 4.1095 2.8515
N 0.5295 2.8760 2.1073
C 1.7596 2.4065 1.4859
C 1.2871 1.1026 0.8630
O 1.9341 0.2658 0.2660
N -0.0502 0.9695 1.1021
C -0.4540 2.0119 1.8341
N -1.7182 2.1453 2.2043
H 1.3418 4.2518 3.4257
H -0.3940 4.0586 3.5631
H 0.2822 4.9698 2.1953
H 2.5423 2.2194 2.2227
H 2.1311 3.0989 0.7279
H -2.3313 1.3615 2.0182
H -2.0052 2.8464 2.8616
O -0.1293 -0.5760 -1.4663
S 0.9140 -1.3354 -2.3317
C 1.1703 -0.1487 -3.6721
C 0.0455 -0.3951 -4.6701
C -0.0514 -1.9134 -4.7876
C -0.0771 -2.4498 -3.3594
H 2.1536 -0.3642 -4.0950
H 1.1841 0.8354 -3.2080
H 0.2550 0.0856 -5.6255
H -0.8890 0.0110 -4.2783
H 0.8160 -2.2987 -5.3291
H -0.9482 -2.2349 -5.3161
H 0.2974 -3.4632 -3.2374
H -1.0800 -2.4001 -2.9221
```

natural (NBO) atomic charge list, values in e, 4 entries: atom 1 (Ti): 1.02, atom 2 (S): -0.85, atom 3 (Sb): 1.03, atom 4 (S): -0.48

---

C8H15IN2O2 | the ωB97M-V functional and the def2-TZVPD basis

Computed properties:
Energy relative to the best compared isomer or geometry (same formula, charge and spin)   0.0 kcal/mol
Largest force on an atom   5.40 eV/Å
HOMO   -8.307 eV
Multiplicity   1

Geometry as XYZ:
```
28
C8H15IN2O2 the ωB97M-V functional and the def2-TZVPD basis
C -2.3333 -0.3643 1.9014
C 0.5685 -0.0007 -1.6649
C -3.5852 -1.0587 2.3054
C 3.8612 1.1975 -1.3124
C -1.8815 -0.1987 -1.9371
C 0.3023 0.7204 1.1604
C 2.8453 0.3777 -2.1286
C -0.7245 0.5789 -1.4582
N -1.8944 0.0005 0.7532
N -0.9499 0.8184 0.5042
O 0.7486 -1.2065 -1.5024
O 1.5542 0.8107 -1.7580
I -0.8572 2.6234 -2.0150
H -1.9171 0.1511 2.8099
H -3.4209 -1.9701 2.8112
H -4.1764 -0.6040 3.0028
H -4.1582 -1.2271 1.3058
H 3.5724 1.1276 -0.1998
H 4.8673 1.0161 -1.6417
H 3.5745 2.3221 -1.5208
H -2.7669 0.2823 -1.7436
H -1.6755 -0.3415 -2.9814
H -1.9053 -1.1612 -1.5519
H 0.1888 1.3758 2.1273
H 0.5524 -0.3260 1.3961
H 1.0141 1.1564 0.4524
H 2.9489 -0.8201 -2.0736
H 2.9855 0.5985 -3.1492
```

natural (NBO) atomic charge list, values in e, 4 entries: atom 1 (C): 0.04, atom 2 (C): 0.66, atom 3 (C): -0.65, atom 4 (C): -0.63

---

Number 1 is which compound? C8H15F6N3O2S4Sb2Ti